Formula: C45H51AlBrF6NO5PS2
Source: the OMol25 dataset
Level of theory: ωB97M-V/def2-TZVPD

Structure (XYZ):
```
113
Properties=species:S:1:pos:R:3:forces:R:3:mulliken_charge:R:1
N 0.6528 -0.6738 1.2778 -0.029 0.185 0.102 -0.276
C -0.5596 -0.1630 0.6157 0.061 -0.171 0.027 -0.097
C -1.4570 -1.2819 0.0358 -0.291 -0.209 0.419 -0.379
C -0.7696 -2.6358 -0.1706 -0.019 0.069 -0.276 -0.495
C -0.8879 -3.5170 1.0692 0.219 -0.032 -0.192 -1.389
C -0.1371 -4.8511 1.0748 -0.063 -0.294 -0.003 1.140
P -0.6806 -5.7529 2.7033 0.079 0.212 -0.021 0.836
O 0.6205 -6.3027 3.4500 -0.371 -0.585 0.427 -0.494
O -1.4396 -7.0463 2.1491 -0.283 -0.040 0.558 -0.544
S -1.7988 -4.7901 3.9611 0.015 0.127 -0.199 -0.532
O -0.5688 -5.6750 0.0227 0.165 0.094 -0.021 -0.733
Al 0.5638 -7.0641 -0.1328 -0.108 -0.104 -0.133 0.929
O 1.1114 -7.3173 -1.7661 -0.062 0.057 -0.076 -0.500
O 1.7304 -6.2891 1.0010 0.106 0.016 0.123 -0.773
C 1.4404 -4.9070 0.9855 -0.108 0.038 -0.081 0.684
S 2.3306 -4.0710 2.3683 -0.022 -0.056 0.109 -0.218
C 1.9923 -4.3334 -0.3338 0.074 0.003 -0.108 -0.463
C 3.4128 -4.8274 -0.6354 -0.002 0.060 0.003 -0.810
C 4.2608 -3.7959 -1.3505 -0.075 -0.161 -0.290 -0.805
Br 4.7786 -2.2671 -0.2530 -0.006 0.110 0.062 -0.233
H 1.4963 -0.3181 0.8489 -0.006 -0.072 -0.086 0.129
H 0.6838 -0.3878 2.2464 -0.008 -0.047 0.022 0.258
H -1.1428 0.4159 1.3365 -0.001 0.066 -0.113 0.323
H -0.2832 0.5119 -0.1927 0.025 0.058 0.059 -0.319
H -2.2986 -1.4370 0.7230 -0.007 -0.006 -0.113 0.457
H -1.9018 -0.9446 -0.9032 0.070 0.064 0.011 -0.146
H 0.2673 -2.4525 -0.4289 0.049 -0.017 -0.066 -0.169
H -1.2369 -3.1452 -1.0184 0.096 -0.070 0.050 0.452
H -1.9427 -3.7910 1.1682 0.018 0.108 0.164 0.519
H -0.6216 -2.9390 1.9559 -0.044 -0.041 -0.006 0.269
H 1.1853 -6.8191 2.8491 0.254 0.407 -0.294 0.435
H -0.8754 -7.7994 1.9129 0.084 0.024 -0.353 0.285
H 0.0803 -8.4701 0.4890 0.069 -0.007 0.145 -0.657
H 0.6981 -6.7350 -2.4051 0.055 0.019 -0.130 0.261
H 1.4388 -3.0827 2.5091 0.034 0.105 -0.068 0.106
H 2.0047 -3.2446 -0.3149 -0.099 0.008 0.173 -0.064
H 1.3260 -4.6570 -1.1375 0.000 0.154 -0.044 0.503
H 3.9078 -5.1727 0.2741 0.036 0.060 -0.057 0.399
H 3.3661 -5.6798 -1.3211 -0.052 -0.093 0.174 0.297
H 5.1963 -4.2193 -1.7098 -0.014 0.041 0.065 0.527
H 3.7250 -3.3655 -2.1971 0.038 -0.011 0.041 0.354
F 0.9848 0.4103 -2.1257 0.041 -0.045 -0.116 -0.242
C 1.9282 1.3729 -2.2150 -0.058 -0.005 0.045 0.381
C 3.2391 0.9990 -2.4243 0.008 0.013 0.012 -0.430
C 4.1971 2.0003 -2.5061 0.011 0.011 -0.004 -0.549
C 3.8367 3.3342 -2.3741 0.001 -0.005 -0.023 -0.553
C 2.5079 3.6751 -2.1595 0.005 -0.018 -0.026 -0.471
C 1.5344 2.6899 -2.0791 0.006 0.023 -0.022 -0.258
H 3.4963 -0.0479 -2.5040 0.007 -0.023 0.021 0.497
H 5.2325 1.7297 -2.6688 -0.003 -0.003 0.011 0.381
H 4.5907 4.1085 -2.4334 -0.004 0.001 0.008 0.444
H 2.2268 4.7141 -2.0474 -0.001 -0.004 0.011 0.365
H 0.4904 2.9235 -1.9149 0.002 -0.011 0.020 0.428
F 0.2884 -8.3470 9.8387 -0.002 0.002 -0.003 -0.330
C -0.4204 -7.4630 9.0907 0.007 -0.006 0.016 0.481
C -1.2564 -6.5768 9.7377 -0.011 0.011 -0.015 -0.568
C -1.9761 -5.6742 8.9641 -0.004 0.007 0.002 -0.231
C -1.8540 -5.6742 7.5818 -0.006 -0.007 0.039 -0.612
C -1.0057 -6.5805 6.9600 0.013 -0.062 0.031 0.326
C -0.2760 -7.4862 7.7187 -0.008 0.002 -0.015 -0.653
H -1.3351 -6.5994 10.8162 0.010 -0.001 0.001 0.401
H -2.6351 -4.9658 9.4507 -0.003 -0.006 0.000 0.346
H -2.4123 -4.9710 6.9786 0.017 -0.009 -0.025 0.315
H -0.9194 -6.5707 5.8813 0.046 0.025 0.022 -0.006
H 0.3970 -8.1975 7.2593 -0.002 -0.002 0.004 0.430
F -2.2117 2.8911 -1.4649 0.011 0.002 -0.009 -0.304
C -3.0921 2.4963 -2.4110 0.008 0.006 -0.001 0.363
C -3.9597 3.4329 -2.9362 -0.018 -0.007 -0.010 -0.579
C -4.8591 3.0237 -3.9115 0.000 0.005 -0.003 -0.312
C -4.8795 1.7039 -4.3405 -0.003 -0.003 0.001 -0.528
C -3.9932 0.7874 -3.7909 -0.041 -0.015 -0.022 -0.380
C -3.0870 1.1771 -2.8157 0.028 -0.006 -0.029 -0.188
H -3.9251 4.4544 -2.5830 0.010 -0.001 0.002 0.426
H -5.5459 3.7437 -4.3376 -0.002 -0.002 0.006 0.357
H -5.5824 1.3875 -5.1003 0.001 -0.004 0.002 0.437
H -4.0077 -0.2424 -4.1233 0.018 0.003 -0.002 0.406
H -2.3869 0.4785 -2.3801 0.024 0.033 0.017 0.328
F 3.9069 5.1963 0.3128 -0.024 0.029 0.050 -0.315
C 4.8529 6.1487 0.2074 0.007 -0.036 -0.028 0.428
C 6.1601 5.7608 -0.0119 0.019 0.017 -0.004 -0.463
C 7.1278 6.7494 -0.1266 -0.003 -0.006 0.004 -0.313
C 6.7816 8.0897 -0.0198 -0.012 -0.024 -0.001 -0.687
C 5.4583 8.4486 0.2019 0.111 -0.041 -0.049 -0.117
C 4.4785 7.4731 0.3156 -0.033 0.039 0.001 -0.543
H 6.4011 4.7090 -0.0856 -0.009 -0.002 0.000 0.476
H 8.1580 6.4665 -0.2998 -0.001 0.001 0.006 0.357
H 7.5423 8.8541 -0.1068 -0.002 -0.001 -0.005 0.375
H 5.1855 9.4899 0.2863 -0.008 0.003 0.005 0.408
H 3.4404 7.7244 0.4878 0.004 -0.004 0.025 0.402
F 3.3753 10.4825 1.3642 -0.063 0.063 0.033 -0.269
C 2.0579 10.4570 1.6689 0.029 -0.028 -0.020 0.469
C 1.1761 9.9510 0.7359 -0.024 0.000 0.004 -0.285
C -0.1732 9.9174 1.0592 -0.002 0.000 -0.001 -0.364
C -0.6135 10.3869 2.2889 0.008 0.003 -0.003 -0.583
C 0.3001 10.8920 3.2039 -0.002 0.004 -0.001 -0.287
C 1.6538 10.9299 2.9002 -0.021 -0.003 0.007 -0.602
H 1.5443 9.5946 -0.2167 0.009 -0.001 0.004 0.434
H -0.8814 9.5187 0.3449 0.001 0.003 0.000 0.354
H -1.6663 10.3563 2.5346 0.002 -0.002 0.002 0.370
H -0.0397 11.2581 4.1638 0.001 -0.008 0.001 0.348
H 2.3869 11.3106 3.5978 0.006 0.002 -0.007 0.413
F -4.3080 -2.6205 -7.2203 -0.002 -0.005 0.000 -0.318
C -5.5599 -2.2700 -6.8663 0.000 0.008 -0.009 0.512
C -6.4512 -1.9069 -7.8565 -0.014 0.015 0.004 -0.525
C -7.7379 -1.5441 -7.4838 -0.004 0.002 -0.003 -0.276
C -8.1111 -1.5447 -6.1467 0.011 0.006 0.002 -0.593
C -7.1920 -1.9138 -5.1738 -0.003 0.013 -0.005 -0.301
C -5.9028 -2.2850 -5.5291 0.019 0.019 0.050 -0.545
H -6.1346 -1.9101 -8.8904 0.006 -0.009 0.002 0.424
H -8.4518 -1.2594 -8.2459 0.003 0.004 0.001 0.364
H -9.1151 -1.2587 -5.8633 0.001 -0.001 0.001 0.392
H -7.4745 -1.9128 -4.1293 -0.002 -0.011 -0.002 0.375
H -5.1726 -2.5819 -4.7884 0.008 -0.017 -0.016 0.500
```
Positions in Å, forces in eV/Å.

Computed properties:
total charge = -1
HOMO-LUMO gap = 7.20 eV
spin multiplicity = 1
E_HOMO = -5.48 eV
energy = -183132.0175 eV